No. 1
{"formula": "CH8BrN2O3Pt", "method": "ωB97M-V/def2-TZVPD", "elements": ["Pt", "Br", "C", "O", "N", "N", "H", "H", "H", "H", "O", "H", "H", "O", "H", "H"], "coordinates": [[-3.34933, 1.13132, -1.44962], [-0.80805, 0.07033, -1.54817], [0.41394, 0.04847, 2.35884], [0.87325, 0.04826, 3.51978], [0.80575, -0.69039, 1.37855], [-0.31310, 0.90197, 1.83778], [1.27911, -1.57044, 1.52539], [0.43641, -0.58262, 0.44469], [-0.41696, 0.86769, 0.83372], [-0.58657, 1.65565, 2.45201], [-0.66832, -3.49993, -2.37643], [-0.51193, -2.55950, -2.46219], [0.09891, -3.82908, -1.90820], [1.25942, 2.85478, -1.53303], [1.06559, 1.98412, -1.88034], [0.42188, 3.16936, -1.19279]], "forces_ev_per_a": [[1.770, -0.814, -0.147], [-1.804, 0.817, 0.248], [1.913, -2.148, -2.581], [0.653, -0.321, 2.598], [3.250, -5.446, -0.488], [-4.681, 6.338, 1.348], [0.207, 0.100, 0.113], [-0.207, 0.118, -0.129], [-0.579, 0.761, -0.192], [-0.536, 0.549, -0.762], [-0.192, -0.079, 0.076], [-0.020, 0.273, -0.124], [0.202, -0.228, 0.034], [0.290, 0.114, 0.262], [-0.071, -0.200, -0.218], [-0.196, 0.168, -0.038]], "lowdin_charge": [0.50, 0.10, -0.60, 0.41, 0.22, 0.25, 0.16, 0.00, 0.03, 0.17, -0.06, -0.06, 0.03, -0.08, -0.06, 0.01], "orbital_gap_ev": [7.70, 4.72], "s2": 2.005, "multiplicity": 3, "e_lumo_ev": [-6.1, -9.1], "e_homo_ev": [-13.82, -13.80], "charge": 1, "largest_force_ev_per_a": 8.0}

No. 2
{"formula": "CH8FFeO7", "method": "ωB97M-V/def2-TZVPD", "elements": ["Fe", "F", "C", "O", "O", "O", "O", "H", "H", "O", "H", "H", "O", "H", "H", "O", "H", "H"], "coordinates": [[0.36060, -0.12613, -0.28395], [0.51708, -2.24106, 0.24915], [-2.50617, -0.89840, -0.27008], [-2.51437, -2.01734, 0.21688], [-3.44040, -0.16962, 0.17575], [-1.53098, -0.55103, -0.96532], [2.12333, 0.12288, 0.77665], [3.04115, -0.12285, 0.66069], [2.04032, 0.30604, 1.71249], [0.10109, 1.88056, -0.34201], [-0.66155, 2.34375, -0.68852], [0.68782, 2.57492, -0.04226], [1.10809, -0.13856, -2.19949], [1.81459, 0.31211, -2.66206], [0.64773, -0.62704, -2.88190], [-0.52035, -0.11932, 1.81057], [-0.75464, 0.46422, 2.53225], [-0.51339, -0.99319, 2.20112]], "forces_ev_per_a": [[-2.864, -4.325, 0.625], [0.987, 1.806, -0.170], [-3.314, -0.856, 4.472], [0.784, -4.895, 0.462], [-0.945, 3.696, -1.239], [4.533, 3.267, -3.749], [1.090, 0.850, 0.289], [0.135, -0.355, -0.319], [-0.470, -0.178, 0.350], [0.259, 1.508, 0.026], [-0.800, -0.452, -0.185], [0.358, 0.042, 0.209], [0.666, 0.153, -0.887], [0.238, 0.182, 0.101], [-0.692, -0.429, 0.112], [0.671, 0.574, 0.596], [-0.400, 0.302, -0.103], [-0.237, -0.891, -0.588]], "lowdin_charge": [0.71, -0.58, -1.12, -0.11, -0.18, -0.16, -0.05, 0.08, 0.07, -0.04, 0.10, 0.07, -0.04, 0.07, 0.09, -0.04, 0.06, 0.07], "orbital_gap_ev": [2.45, 2.41], "s2": 6.014, "multiplicity": 5, "e_lumo_ev": [1.8, 1.8], "e_homo_ev": [-0.68, -0.61], "de_lowest_kj_mol": 273.2, "charge": -1, "largest_force_ev_per_a": 6.7}

No. 3
{"formula": "CH8LiO7", "method": "ωB97M-V/def2-TZVPD", "elements": ["Li", "C", "O", "O", "O", "O", "H", "H", "O", "H", "H", "O", "H", "H", "O", "H", "H"], "coordinates": [[-0.68456, -0.02727, -0.21994], [-3.07683, -0.42063, -0.25076], [-2.50932, -0.55380, 0.98256], [-2.33503, -0.47080, -1.22717], [-4.33669, -0.22954, -0.34530], [0.28126, -1.47956, 0.91867], [0.92555, -1.35536, 1.58830], [-0.02211, -2.34344, 1.04988], [2.74472, 0.55000, 0.40084], [1.97972, 0.49291, 0.98859], [3.15782, 1.28742, 0.82306], [0.21100, 1.71778, 0.15304], [-0.35845, 2.34903, 0.53420], [0.80037, 2.15158, -0.41949], [0.70873, -0.41193, -1.74739], [1.02574, -1.28767, -1.80818], [1.48807, 0.03127, -1.42091]], "forces_ev_per_a": [[-1.579, -0.913, -0.069], [-3.050, 0.231, 4.400], [0.304, 0.506, -1.265], [3.344, 0.044, -3.264], [0.505, -0.169, 0.108], [0.770, 1.645, -1.094], [0.886, 0.185, 1.027], [-1.381, -1.832, 0.173], [-0.421, -0.463, 0.241], [-0.478, -0.380, -0.461], [1.011, 0.884, 0.071], [0.069, -1.907, 0.747], [-1.283, 1.110, 0.631], [1.013, 0.913, -1.200], [-0.259, 1.468, -0.165], [0.035, -1.815, -0.146], [0.513, 0.491, 0.267]], "lowdin_charge": [0.66, -1.05, -0.31, -0.18, -0.18, -0.04, 0.02, 0.03, -0.04, 0.02, 0.03, -0.03, 0.05, 0.03, -0.06, 0.03, 0.00], "orbital_gap_ev": 3.33, "multiplicity": 1, "e_lumo_ev": 1.9, "e_homo_ev": -1.46, "de_lowest_kj_mol": 90.6, "charge": -1, "largest_force_ev_per_a": 5.4}

No. 4
{"formula": "CH8MnO7", "method": "ωB97M-V/def2-TZVPD", "elements": ["Mn", "C", "O", "O", "O", "O", "H", "H", "O", "H", "H", "O", "H", "H", "O", "H", "H"], "coordinates": [[-0.04024, -0.02633, 0.18401], [0.82204, -2.37876, 0.50248], [1.53760, -1.39154, 0.55727], [1.24598, -3.51374, 0.50095], [-0.34040, -2.01086, 0.58737], [0.41463, -0.41140, -1.93512], [0.11070, 0.00775, -2.74021], [1.24180, -0.82710, -2.17848], [1.09411, 1.84651, -0.43568], [1.45134, 1.78671, -1.32170], [1.35095, 2.71704, -0.13162], [-0.54940, 0.38745, 2.27511], [-1.34950, 0.91281, 2.28245], [-0.29558, 0.32390, 3.19586], [-1.92181, 0.64416, -0.34502], [-2.45804, 0.56047, -1.13349], [-2.31416, 1.37293, 0.13580]], "forces_ev_per_a": [[0.893, 0.386, 0.159], [-0.564, 0.892, 1.173], [5.651, 2.882, -0.410], [0.936, -3.053, -0.471], [-5.782, -1.799, -0.197], [-0.061, 0.257, -0.235], [-0.320, 0.104, -0.325], [0.447, -0.471, 0.119], [-0.260, -0.112, 0.084], [0.159, -0.168, -0.312], [0.052, 0.283, 0.425], [-0.265, 0.497, -0.415], [-0.364, 0.114, 0.324], [0.439, -0.272, 0.306], [-0.517, 0.433, 0.045], [-0.180, -0.323, -0.401], [-0.263, 0.352, 0.131]], "lowdin_charge": [0.95, -1.00, 0.05, 0.29, 0.03, -0.02, 0.09, 0.10, -0.03, 0.07, 0.09, -0.01, 0.07, 0.10, -0.01, 0.11, 0.09], "orbital_gap_ev": [8.96, 7.32], "s2": 12.009, "multiplicity": 7, "e_lumo_ev": [-4.0, -5.9], "e_homo_ev": [-12.95, -13.22], "de_lowest_kj_mol": 66.3, "charge": 1, "largest_force_ev_per_a": 6.4}